1.
Molecular formula: C37H44N2O6
Method: DFT, ωB97M-V with the def2-TZVPD basis set

ORCA input file:
```
! wB97M-V def2-TZVPD RIJCOSX def2/J DEFGRID3
* xyz 0 1
C -2.64453 -3.60377 3.62708
C -1.28176 -3.77253 3.01794
O -0.71922 -2.44428 2.91105
C 0.48039 -2.40131 2.30492
C 1.14307 -1.07506 2.30869
C 0.33660 0.16244 2.36520
O 0.63715 1.22575 1.81024
O -0.79058 0.06965 3.09103
C -1.46644 1.33352 3.31770
C -2.78691 0.97295 3.93624
C 2.52471 -1.01975 2.61136
C 3.24851 0.22129 2.63043
C 4.60345 0.27510 2.87094
C 5.33820 -0.90435 3.15919
O 6.67953 -0.78058 3.35967
C 7.42314 -1.93849 3.81880
C 4.64951 -2.14096 3.19324
C 3.29239 -2.18985 2.93178
O 0.97405 -3.41009 1.79347
H -3.13212 -4.57696 3.70657
H -2.58602 -3.17734 4.63335
H -3.27648 -2.95575 3.01235
H -0.63845 -4.39020 3.66115
H -1.33849 -4.21423 2.01557
H -0.85280 1.94607 3.99453
H -1.59577 1.85616 2.36073
H -3.35359 1.87688 4.17144
H -3.38536 0.36611 3.24749
H -2.65167 0.40786 4.86429
H 2.70053 1.13762 2.42939
H 5.13930 1.22092 2.83238
H 8.43488 -1.56326 3.97488
H 7.01418 -2.32348 4.76422
H 7.43067 -2.73429 3.06008
H 5.19127 -3.06623 3.40553
H 2.80077 -3.15880 2.94909
C -3.62315 1.55681 -5.27065
N -2.84330 1.79548 -4.07915
C -3.09352 2.87513 -3.28145
O -3.94159 3.73637 -3.49434
C -2.12158 2.80247 -2.10243
C -2.83502 2.70465 -0.75187
C -3.70810 3.90732 -0.46887
C -5.08150 3.73769 -0.26511
C -5.90207 4.85430 -0.09262
C -5.34297 6.14009 -0.08925
C -3.96019 6.30344 -0.25120
C -3.13989 5.18479 -0.43567
N -1.32615 1.61215 -2.41607
C -0.37450 1.17269 -1.56639
C 0.40966 0.04744 -1.78254
C 1.35815 -0.46080 -0.89277
C 2.25174 -1.52568 -1.25966
C 3.44078 -1.79372 -0.52883
C 4.27608 -2.85260 -0.85263
C 4.01744 -3.64924 -1.97930
C 4.91155 -4.79609 -2.32814
C 2.90015 -3.35262 -2.76743
C 2.02978 -2.33123 -2.41740
C -1.74484 0.93359 -3.65723
C -2.26689 -0.48915 -3.40400
C -0.65614 0.93362 -4.74172
H -4.39027 2.33027 -5.34511
H -2.99163 1.58813 -6.16636
H -4.10659 0.57400 -5.22735
H -1.48319 3.70701 -2.12337
H -3.44942 1.78813 -0.75222
H -2.06981 2.59715 0.03404
H -5.49491 2.72491 -0.28192
H -6.97870 4.71626 0.02687
H -5.98580 7.01374 0.04064
H -3.51478 7.30073 -0.24773
H -2.06003 5.29224 -0.57867
H -0.21491 1.77447 -0.66718
H 0.30068 -0.45147 -2.74373
H 1.50418 0.04826 0.05708
H 3.69042 -1.13072 0.30163
H 5.15042 -3.06411 -0.23317
H 4.54890 -5.29767 -3.22911
H 5.94213 -4.47108 -2.51141
H 4.94573 -5.53214 -1.51649
H 2.71361 -3.94292 -3.66727
H 1.15974 -2.14846 -3.04894
H -3.14863 -0.44970 -2.74965
H -2.54419 -0.94725 -4.36207
H -1.50982 -1.11328 -2.92512
H -0.46556 1.96506 -5.06668
H 0.28067 0.50505 -4.38131
H -1.00423 0.34570 -5.60071
*
```

Results
E_HOMO ... -5.46 eV
Energy relative to the best compared isomer or geometry (same formula, charge and spin) ... 0.000 eV
Largest force on an atom ... 2.275 eV Å⁻¹

How is the electron density shared among the atoms? According to Löwdin, the charges in e are: -0.08 -0.22 -0.02 -0.45 -0.06 -0.45 0.00 -0.01 -0.22 -0.08 -0.19 -0.04 -0.02 -0.29 -0.11 -0.07 -0.04 -0.03 0.03 0.07 0.08 0.08 0.13 0.12 0.13 0.10 0.07 0.08 0.08 0.10 0.11 0.09 0.09 0.09 0.10 0.10 -0.01 -0.04 -0.37 0.09 -0.16 -0.08 -0.24 -0.04 -0.08 -0.09 -0.07 -0.04 0.03 0.02 -0.06 0.07 -0.18 0.02 -0.01 -0.26 -0.05 -0.04 -0.01 -0.46 0.01 0.01 0.10 0.09 0.09 0.17 0.13 0.11 0.11 0.10 0.10 0.10 0.12 0.14 0.06 0.10 0.11 0.12 0.07 0.09 0.09 0.11 0.10 0.10 0.09 0.07 0.10 0.08 0.09

2.
Molecular formula: C37H44N7P2Ru
Method: DFT, ωB97M-V with the def2-TZVPD basis set

ORCA input file:
```
! wB97M-V def2-TZVPD RIJCOSX def2/J DEFGRID3
* xyz 0 6
Ru -0.60858 0.12523 -1.14633
C 3.77189 -0.58344 2.23972
C 3.06577 -0.77646 3.37346
C 1.66641 -0.95514 3.35549
C 0.92580 -0.92237 2.23637
C 1.61424 -0.77741 0.86306
C 3.16048 -0.61240 1.00937
P -0.81814 -0.72121 2.14490
C -1.31698 -1.23870 3.76458
C -2.08774 -0.31604 4.58781
C -2.45969 -0.65779 5.85175
C -1.92778 -1.76012 6.44466
C -1.27409 -2.73108 5.65497
C -0.95901 -2.43515 4.35839
C -1.64140 -1.85741 1.05514
C -2.31695 -3.03172 1.45741
C -3.05856 -3.78932 0.54757
C -3.20599 -3.40683 -0.76444
C -2.52009 -2.23932 -1.13992
C -1.71737 -1.47009 -0.30483
H 4.80299 -0.54065 2.38775
H 3.67445 -0.94344 4.27710
H 1.19898 -0.98624 4.46276
H 1.29052 -1.66388 0.23925
H 3.86804 -0.55670 0.11263
H -2.32965 0.61835 4.15492
H -3.02689 0.01492 6.48017
H -2.05414 -1.90420 7.49643
H -0.95289 -3.60759 6.16204
H -0.38537 -3.20826 3.84393
H -2.27455 -3.38624 2.45483
H -3.61851 -4.69298 0.86022
H -3.79435 -3.87685 -1.51294
H -2.63636 -1.96035 -2.10252
C 2.70081 -3.44975 -2.62530
N 3.17906 -2.07662 -3.03796
C 3.03156 -1.97054 -4.49143
N 1.66073 -2.21435 -4.93706
C 1.24077 -3.50776 -4.42405
N 1.33894 -3.64302 -3.00070
C 0.43064 -2.70777 -2.25022
P 0.60242 -0.94964 -2.64761
C 2.43347 -0.91795 -2.35737
C 0.76560 -1.12643 -4.50543
H 2.84355 -3.58199 -1.56200
H 3.24800 -4.22998 -3.20291
H 4.14363 -1.98424 -2.69294
H 3.69881 -2.69841 -4.94397
H 3.42217 -0.99373 -4.82126
H 1.82949 -4.31600 -4.86344
H 0.17411 -3.66504 -4.66625
H 0.66112 -2.82240 -1.20159
H -0.54772 -3.11544 -2.33946
H 2.59902 -1.01897 -1.27320
H 2.86009 0.00957 -2.71689
H 1.23880 -0.19659 -4.94996
H -0.19394 -1.25515 -5.07242
C -2.04210 3.02143 -1.70853
N -1.78474 2.14015 -0.54112
C -3.11955 1.87948 0.06839
N -3.69524 3.14460 0.45424
C -3.94596 3.90458 -0.78447
N -2.65213 4.27263 -1.35547
C -1.81964 4.97341 -0.38343
N -1.54402 4.18458 0.79368
C -0.94069 2.91640 0.36815
C -2.85123 3.81382 1.38675
H -2.74149 2.50333 -2.29850
H -1.11047 3.13791 -2.24200
H -2.92669 1.22824 0.89659
H -3.72869 1.31603 -0.66645
H -4.57484 4.77703 -0.50645
H -4.52660 3.33207 -1.53136
H -2.48733 5.85514 -0.11108
H -0.92801 5.38274 -0.90131
H -0.83865 2.29138 1.25790
H 0.01024 3.12780 -0.07643
H -3.26280 4.76102 1.74514
H -2.73276 3.11428 2.22761
C 0.98653 0.41980 0.09766
C 1.81316 1.59234 0.00807
C 1.82347 2.23660 -1.28443
C 2.42356 3.44694 -1.43823
C 3.02877 4.13222 -0.37984
C 3.15826 3.47208 0.85391
C 2.46900 2.26512 1.05730
H 1.29237 1.78975 -2.10512
H 2.41577 3.87212 -2.46592
H 3.40435 5.12287 -0.54788
H 3.56311 3.93853 1.75782
H 2.44938 1.91665 2.03259
*
```

Results
Expectation value of S² ... 8.826
E_HOMO (alpha / beta) ... -4.84 / -6.52 eV
Largest force on an atom ... 4.040 eV Å⁻¹

How is the electron density shared among the atoms? According to Löwdin, the charges in e are: 0.79 -0.15 -0.12 -0.12 -0.34 -0.31 -0.05 1.06 -0.38 -0.06 -0.12 -0.09 -0.07 -0.15 -0.39 -0.08 -0.11 -0.10 -0.19 -0.31 0.08 0.11 0.15 0.10 0.11 0.07 0.10 0.09 0.09 0.12 0.07 0.10 0.09 0.03 -0.12 -0.07 -0.15 -0.14 -0.21 -0.14 -0.29 0.77 -0.21 -0.30 0.14 0.15 0.19 0.13 0.15 0.13 0.14 0.07 0.07 0.05 0.10 0.10 0.10 -0.20 -0.16 -0.17 -0.10 -0.16 -0.10 -0.19 -0.07 -0.19 -0.18 0.10 0.12 0.09 0.13 0.13 0.13 0.14 0.13 0.11 0.09 0.12 0.13 -0.28 -0.30 -0.13 -0.13 -0.11 -0.07 -0.04 0.05 0.11 0.08 0.10 0.09